# 1
Molecular formula: C17H26BrNO
Method: DFT, ωB97M-V with the def2-TZVPD basis set

Cartesian coordinates (Å):
1 O 1.388 1.628 -1.527
2 C 1.157 0.447 -1.360
3 C -0.173 -0.197 -1.719
4 C -1.287 0.213 -0.736
5 C -1.626 1.697 -0.896
6 C -2.742 2.086 0.072
7 C -2.297 1.821 1.509
8 C -1.978 0.336 1.672
9 C -3.228 -0.494 1.365
10 C -3.645 -0.207 -0.066
11 Br -5.273 -1.299 -0.476
12 C -3.995 1.260 -0.236
13 C -2.547 -0.614 -1.033
14 C -0.855 -0.052 0.711
15 N 2.059 -0.402 -0.825
16 C 3.376 0.010 -0.392
17 C 3.566 -0.222 1.110
18 C 3.876 -1.715 1.213
19 C 4.668 -2.051 -0.062
20 C 4.467 -0.864 -1.023
21 H -0.447 0.137 -2.721
22 H -0.076 -1.285 -1.730
23 H -0.735 2.298 -0.710
24 H -1.944 1.891 -1.923
25 H -2.977 3.148 -0.051
26 H -1.411 2.417 1.737
27 H -3.086 2.112 2.207
28 H -1.662 0.137 2.702
29 H -4.034 -0.229 2.053
30 H -3.014 -1.558 1.491
31 H -4.331 1.453 -1.258
32 H -4.806 1.535 0.443
33 H -2.871 -0.442 -2.063
34 H -2.333 -1.681 -0.924
35 H 0.036 0.536 0.939
36 H -0.606 -1.109 0.839
37 H 1.824 -1.372 -0.694
38 H 3.464 1.063 -0.671
39 H 2.688 0.067 1.685
40 H 4.416 0.366 1.456
41 H 4.438 -1.951 2.115
42 H 2.947 -2.287 1.248
43 H 5.725 -2.179 0.164
44 H 4.315 -2.982 -0.504
45 H 4.182 -1.184 -2.024
46 H 5.385 -0.283 -1.106

* molecular weight: 340.3 g mol⁻¹
* total charge: 0
* SMILES: O=C(C[C@@]12C[C@@H]3C[C@@H](C[C@@](Br)(C3)C1)C2)NC1CCCC1
* E_HOMO: -9.55 eV
* spin multiplicity: 1
* LUMO level: 0.57 eV
* maximum force: 0.6 eV/Å

The computed Mulliken charges, all in e, follow: -0.716, 0.440, -1.722, 1.909, -1.473, 0.439, -1.382, 0.324, -1.379, 0.603, -0.129, -1.352, -1.799, -1.433, -0.069, -0.200, -0.755, -0.671, -0.629, -0.932, 0.542, 0.363, 0.529, 0.421, 0.213, 0.510, 0.524, 0.221, 0.554, 0.520, 0.533, 0.521, 0.518, 0.587, 0.516, 0.382, 0.279, 0.567, 0.323, 0.342, 0.408, 0.244, 0.360, 0.274, 0.366, 0.310

---

# 2
Molecular formula: C24H44Br3N2O7Zr
Method: DFT, ωB97M-V with the def2-TZVPD basis set

Cartesian coordinates (Å):
1 Zr 0.898 0.684 0.252
2 C 0.693 2.734 3.985
3 C -0.904 2.303 3.927
4 C -1.517 3.581 4.486
5 C -3.065 3.594 4.388
6 C -3.303 3.685 2.856
7 C -2.699 2.496 2.007
8 N -1.269 2.196 2.492
9 O -0.680 1.060 1.778
10 C -2.622 2.938 0.558
11 C -3.611 1.291 2.199
12 C -1.132 1.092 4.811
13 H 0.956 2.939 5.023
14 H 1.094 3.572 3.416
15 H 1.376 1.895 3.850
16 H -1.130 4.471 3.989
17 H -1.417 3.618 5.571
18 H -3.476 4.401 4.994
19 H -3.519 2.755 4.916
20 H -2.936 4.645 2.495
21 H -4.385 3.699 2.726
22 H -1.869 3.721 0.469
23 H -3.462 3.498 0.146
24 H -2.567 2.060 -0.085
25 H -3.590 0.501 1.448
26 H -4.669 1.542 2.121
27 H -3.382 0.792 3.141
28 H -0.803 0.212 4.259
29 H -2.185 0.998 5.078
30 H -0.502 1.219 5.691
31 C 4.576 1.145 -2.455
32 C 3.811 -0.139 -2.985
33 C 4.868 -0.844 -3.765
34 C 4.359 -2.249 -4.234
35 C 4.148 -3.040 -2.991
36 C 3.007 -2.474 -2.025
37 N 3.351 -1.034 -1.845
38 O 2.647 -0.385 -0.727
39 C 3.161 -3.382 -0.749
40 C 1.635 -2.799 -2.684
41 C 2.730 0.307 -4.011
42 H 4.805 1.910 -3.197
43 H 5.473 1.021 -1.849
44 H 3.957 1.643 -1.709
45 H 5.746 -0.946 -3.127
46 H 5.133 -0.197 -4.600
47 H 5.107 -2.883 -4.710
48 H 3.546 -2.263 -4.960
49 H 5.069 -2.867 -2.434
50 H 3.997 -4.065 -3.329
51 H 2.270 -3.392 -0.122
52 H 3.970 -3.195 -0.043
53 H 3.458 -4.396 -1.014
54 H 0.781 -2.837 -2.007
55 H 1.569 -3.785 -3.143
56 H 1.517 -2.119 -3.528
57 H 1.818 0.551 -3.466
58 H 2.617 -0.516 -4.717
59 H 3.003 1.187 -4.592
60 C -1.584 0.967 -3.199
61 C -0.824 0.876 -1.896
62 O -0.478 -0.123 -1.287
63 O -0.250 1.775 -1.354
64 H -2.312 1.774 -3.113
65 H -2.134 0.034 -3.323
66 H -1.056 0.998 -4.151
67 C -6.301 -1.641 -4.220
68 Br -7.165 -2.579 -5.784
69 Br -6.996 0.113 -3.704
70 Br -4.260 -1.489 -4.600
71 H -6.530 -2.221 -3.326
72 C -0.256 -3.829 3.274
73 C -1.547 -3.083 3.216
74 O -1.340 -2.252 2.104
75 C -0.111 -2.346 1.605
76 O 0.413 -1.500 0.886
77 O 0.540 -3.297 2.248
78 H -0.316 -4.913 3.181
79 H 0.134 -3.501 4.238
80 H -1.559 -2.339 4.013
81 H -2.522 -3.572 3.224

* molecular weight: 803.6 g mol⁻¹
* total charge: +1
* E_HOMO: -10.08 eV
* spin multiplicity: 1
* LUMO level: -4.33 eV
* maximum force: 10.0 eV/Å

The computed Mulliken charges, all in e, follow: 1.756, -1.779, 1.332, -1.271, -0.770, -1.160, 1.804, -0.167, -0.007, -1.856, -1.583, -1.483, 0.462, 0.362, 0.376, 0.386, 0.456, 0.436, 0.335, 0.355, 0.480, 0.499, 0.363, 0.125, 0.294, 0.390, 0.305, 0.066, 0.356, 0.484, -1.595, 1.484, -1.288, -0.711, -1.215, 1.486, 0.050, -0.663, -1.411, -1.356, -1.156, 0.433, 0.381, 0.233, 0.435, 0.362, 0.360, 0.386, 0.345, 0.520, 0.015, 0.406, 0.388, 0.131, 0.356, 0.329, -0.160, 0.345, 0.462, -1.099, 1.264, -0.622, -0.749, 0.358, 0.125, 0.337, -0.373, -0.011, 0.003, 0.011, 0.397, -0.369, -0.248, -0.272, 0.606, 0.153, -0.306, 0.339, 0.256, 0.174, 0.327

---

# 3
Molecular formula: C5H6ClNO
Method: DFT, ωB97M-V with the def2-TZVPD basis set

Cartesian coordinates (Å):
1 C -1.338 1.844 -0.115
2 C -0.130 0.997 -0.767
3 C -0.248 -0.441 -0.766
4 C 0.696 0.202 0.246
5 C 2.073 0.027 -0.217
6 H -1.073 2.845 -0.123
7 H -1.359 1.381 0.965
8 H -2.294 1.706 -0.644
9 H 0.346 1.412 -1.689
10 H 0.415 -1.046 -1.528
11 H -0.142 1.314 1.995
12 N 3.179 -0.513 -0.260
13 O 0.474 0.072 1.572
14 Cl -1.662 -1.198 -0.001

* energy above the lowest of the compared OMol25 structures with the same formula, charge and spin: 5.390 eV
* molecular weight: 131.6 g mol⁻¹
* total charge: 0
* E_HOMO: -9.94 eV
* spin multiplicity: 1
* LUMO level: -0.85 eV
* maximum force: 8.3 eV/Å

The computed Mulliken charges, all in e, follow: -1.152, -0.111, 0.063, 0.584, -0.009, 0.359, 0.131, 0.323, 0.356, 0.335, 0.411, -0.491, -0.633, -0.165

---

# 4
Molecular formula: C53H97ClN12O14
Method: DFT, ωB97M-V with the def2-TZVPD basis set

Cartesian coordinates (Å):
1 C -7.978 6.528 3.488
2 C -8.114 6.454 1.911
3 Cl -9.845 6.992 1.524
4 C -7.955 5.010 1.319
5 C -6.483 4.500 1.235
6 C -6.113 3.782 -0.003
7 C -4.793 3.208 -0.228
8 C -3.811 3.371 0.856
9 C -4.152 4.102 2.090
10 C -5.485 4.680 2.305
11 C -3.020 4.189 3.172
12 O -2.792 5.178 3.825
13 C -2.198 2.866 3.336
14 C -1.794 2.335 4.629
15 C -1.069 1.067 4.636
16 C -0.748 0.324 3.426
17 C -1.139 0.858 2.125
18 C -1.864 2.124 2.099
19 C -2.370 2.761 0.762
20 O -1.686 2.804 -0.234
21 H -8.767 7.255 3.831
22 H -6.996 6.987 3.763
23 H -8.193 5.561 4.004
24 H -7.443 7.176 1.387
25 H -8.415 4.960 0.292
26 H -8.551 4.274 1.937
27 H -6.889 3.645 -0.794
28 H -4.524 2.670 -1.165
29 H -5.731 5.206 3.250
30 H -2.054 2.907 5.543
31 H -0.788 0.653 5.636
32 H -0.203 -0.650 3.480
33 H -0.922 0.295 1.190
34 C 1.971 2.106 1.499
35 C 2.394 0.681 1.259
36 O 1.613 -0.261 1.358
37 N 3.688 0.453 0.923
38 C 4.756 1.422 0.756
39 H 0.916 2.133 1.757
40 H 2.542 2.531 2.327
41 H 2.121 2.698 0.594
42 H 3.899 -0.524 0.777
43 H 5.138 1.343 -0.260
44 H 5.555 1.177 1.457
45 H 4.419 2.439 0.936
46 C 0.941 -5.267 -1.265
47 C 1.651 -4.002 -0.863
48 O 2.856 -3.842 -1.037
49 N 0.910 -3.019 -0.290
50 C -0.509 -3.021 -0.006
51 H 1.655 -5.959 -1.707
52 H 0.496 -5.741 -0.387
53 H 0.167 -5.046 -2.008
54 H 1.447 -2.197 -0.043
55 H -0.970 -2.186 -0.539
56 H -0.646 -2.879 1.067
57 H -0.987 -3.950 -0.310
58 C -0.590 -4.546 -5.741
59 C -1.178 -5.524 -4.757
60 O -0.768 -5.615 -3.605
61 N -2.194 -6.316 -5.184
62 C -2.809 -6.353 -6.500
63 H 0.208 -3.985 -5.259
64 H -0.171 -5.081 -6.595
65 H -1.355 -3.844 -6.075
66 H -2.539 -6.945 -4.475
67 H -3.872 -6.130 -6.389
68 H -2.697 -7.357 -6.907
69 H -2.362 -5.638 -7.183
70 C -2.950 -5.073 4.293
71 C -2.750 -4.291 3.021
72 O -2.140 -3.234 2.996
73 N -3.277 -4.802 1.874
74 C -4.026 -6.031 1.704
75 H -2.478 -4.545 5.119
76 H -4.015 -5.172 4.509
77 H -2.491 -6.059 4.204
78 H -3.106 -4.228 1.061
79 H -3.494 -6.667 0.994
80 H -5.009 -5.787 1.297
81 H -4.149 -6.566 2.641
82 C -3.437 -8.472 -11.367
83 C -3.389 -8.556 -9.863
84 O -3.789 -7.649 -9.148
85 N -2.881 -9.691 -9.310
86 C -2.363 -10.862 -9.988
87 H -3.864 -7.516 -11.662
88 H -2.428 -8.543 -11.779
89 H -4.063 -9.271 -11.768
90 H -2.879 -9.681 -8.300
91 H -2.948 -11.731 -9.678
92 H -1.323 -11.007 -9.688
93 H -2.414 -10.764 -11.069
94 C 7.862 0.719 -2.844
95 C 7.897 0.651 -1.339
96 O 7.484 1.564 -0.633
97 N 8.407 -0.473 -0.766
98 C 8.938 -1.649 -1.427
99 H 7.433 1.665 -3.153
100 H 8.871 0.650 -3.243
101 H 7.244 -0.090 -3.239
102 H 8.400 -0.452 0.243
103 H 8.357 -2.517 -1.112
104 H 9.976 -1.783 -1.116
105 H 8.897 -1.562 -2.509
106 C 8.623 2.735 -7.294
107 C 8.028 1.762 -6.309
108 O 8.427 1.675 -5.156
109 N 7.015 0.964 -6.742
110 C 6.412 0.921 -8.060
111 H 9.416 3.300 -6.809
112 H 9.050 2.197 -8.142
113 H 7.859 3.435 -7.638
114 H 6.664 0.337 -6.033
115 H 5.348 1.143 -7.962
116 H 6.530 -0.086 -8.464
117 H 6.867 1.635 -8.740
118 C 10.950 5.329 2.166
119 C 10.363 4.356 3.156
120 O 10.766 4.277 4.308
121 N 9.353 3.552 2.728
122 C 8.745 3.500 1.409
123 H 11.742 5.899 2.647
124 H 11.377 4.789 1.318
125 H 10.182 6.023 1.821
126 H 9.008 2.927 3.441
127 H 7.681 3.717 1.512
128 H 8.866 2.494 1.012
129 H 9.193 4.214 0.723
130 C 0.977 -1.728 6.355
131 C 0.863 -1.069 7.704
132 O -0.216 -0.732 8.176
133 N 2.010 -0.852 8.400
134 C 3.368 -1.179 8.009
135 H -0.015 -1.836 5.919
136 H 1.584 -1.111 5.689
137 H 1.419 -2.720 6.458
138 H 1.860 -0.408 9.294
139 H 3.789 -1.854 8.754
140 H 3.953 -0.256 7.989
141 H 3.412 -1.653 7.033
142 C -10.198 12.975 0.366
143 C -10.437 12.167 -0.885
144 O -10.798 12.682 -1.932
145 N -10.238 10.823 -0.816
146 C -9.815 10.037 0.328
147 H -10.395 14.024 0.160
148 H -10.869 12.644 1.160
149 H -9.159 12.873 0.685
150 H -10.417 10.345 -1.687
151 H -8.887 9.523 0.070
152 H -10.584 9.298 0.542
153 H -9.652 10.652 1.209
154 C -7.312 2.561 -4.941
155 C -7.279 2.491 -3.437
156 O -7.693 3.403 -2.733
157 N -6.766 1.368 -2.865
158 C -6.232 0.194 -3.526
159 H -7.745 3.510 -5.249
160 H -6.299 2.495 -5.342
161 H -7.928 1.753 -5.340
162 H -6.775 1.389 -1.856
163 H -6.812 -0.676 -3.213
164 H -5.194 0.061 -3.214
165 H -6.272 0.281 -4.608
166 C 7.078 -4.649 8.509
167 C 5.654 -4.516 8.983
168 O 4.763 -4.098 8.259
169 N 5.377 -4.881 10.265
170 C 6.291 -5.394 11.265
171 H 7.145 -4.323 7.473
172 H 7.735 -4.021 9.114
173 H 7.397 -5.691 8.566
174 H 4.406 -4.766 10.515
175 H 5.944 -6.380 11.580
176 H 6.280 -4.721 12.125
177 H 7.306 -5.476 10.887

* molecular weight: 1161.9 g mol⁻¹
* total charge: 0
* E_HOMO: -8.43 eV
* spin multiplicity: 1
* LUMO level: -0.08 eV
* maximum force: 3.0 eV/Å

These are the Mulliken partial charges, in e, on atoms 1 to 99: -1.316, 0.306, -0.236, -0.838, 0.799, -0.606, -1.219, 0.770, 0.315, -0.514, -0.179, -0.535, 0.506, -0.976, -0.349, 0.139, -1.480, 1.270, -0.130, -0.563, 0.467, 0.289, 0.267, 0.432, 0.440, 0.285, 0.296, 0.478, 0.248, 0.415, 0.313, 0.425, 0.406, -0.751, 0.720, -0.537, -0.153, -0.786, -0.312, 0.398, 0.417, 0.224, 0.188, 0.261, 0.312, -1.134, 0.850, -0.705, 0.060, -0.623, 0.253, 0.345, 0.333, 0.084, 0.204, 0.186, 0.249, -1.192, 0.671, -0.658, -0.105, -0.752, 0.267, 0.347, 0.348, 0.229, 0.263, 0.181, 0.287, -1.377, 0.802, -0.546, -0.094, -0.912, 0.245, 0.390, 0.376, 0.193, 0.283, 0.306, 0.337, -1.326, 0.793, -0.597, -0.140, -0.856, 0.285, 0.371, 0.377, 0.204, 0.292, 0.290, 0.330, -1.399, 0.810, -0.606, -0.114, -0.920, 0.310

---

# 5
Molecular formula: C6H8O2
Method: DFT, ωB97M-V with the def2-TZVPD basis set

Cartesian coordinates (Å):
1 C 0.386 1.541 0.939
2 C -0.151 1.719 -0.316
3 C -0.875 0.617 -0.851
4 C -1.020 -0.558 -0.094
5 O -1.678 -1.630 -0.555
6 C -0.565 -0.688 1.175
7 C 0.247 0.333 1.640
8 H 0.852 2.376 1.481
9 H -0.089 2.671 -0.746
10 H -1.306 0.703 -1.865
11 H -2.255 -1.558 -1.362
12 H -0.673 -1.690 1.690
13 H 0.739 0.092 2.568
14 H 1.917 -1.900 -1.628
15 H 1.920 -0.694 -0.855
16 O 2.550 -1.335 -1.221

* energy above the lowest of the compared OMol25 structures with the same formula, charge and spin: 1.362 eV
* molecular weight: 112.1 g mol⁻¹
* total charge: +1
* ⟨S²⟩: 0.77
* E_HOMO (spin up / spin down): -14.83 / -14.83 eV
* spin multiplicity: 2
* LUMO level (spin up / spin down): -4.43 / -8.56 eV
* maximum force: 3.9 eV/Å

The computed Mulliken charges, all in e, follow: -0.258, -0.590, -0.367, 0.814, -0.407, -0.244, -0.337, 0.389, 0.481, 0.326, 0.389, 0.379, 0.398, 0.319, 0.302, -0.595